{"formula": "C26H20BBrN11OSSeW", "method": "ωB97M-V/def2-TZVPD", "charge": 1, "spin_multiplicity": 1, "homo_ev": [-9.570, -9.569], "orbital_gap_ev": [6.23, 6.23], "species": ["W", "C", "C", "N", "N", "C", "B", "N", "C", "C", "C", "N", "N", "C", "C", "C", "N", "H", "H", "H", "H", "H", "H", "H", "H", "H", "H", "S", "N", "C", "C", "C", "C", "C", "N", "C", "C", "N", "C", "C", "C", "C", "C", "N", "H", "H", "H", "H", "H", "H", "O", "C", "C", "C", "N", "C", "Br", "C", "H", "H", "H", "H", "Se"], "xyz": [[0.1214, 0.1552, -0.3725], [-1.0032, -1.0334, 3.8400], [-1.3364, -0.6733, 2.5365], [-0.2370, -0.5591, 1.7852], [0.8073, -0.8357, 2.5945], [0.3734, -1.1380, 3.8252], [2.2187, -1.0476, 2.0051], [2.7265, 0.2378, 1.3158], [3.8591, 0.9123, 1.5356], [3.9847, 1.8976, 0.5698], [2.8515, 1.7523, -0.2198], [2.0948, 0.7500, 0.2356], [2.0449, -2.1171, 0.9379], [2.6278, -3.3183, 0.8220], [2.1107, -3.9406, -0.2937], [1.1947, -3.0249, -0.8071], [1.1489, -1.9257, -0.0570], [-1.6711, -1.2100, 4.6642], [-2.3155, -0.4874, 2.1323], [1.0713, -1.4209, 4.5952], [2.9797, -1.3783, 2.8650], [4.5069, 0.6383, 2.3513], [4.7899, 2.5998, 0.4488], [2.5469, 2.2999, -1.0972], [3.3661, -3.6386, 1.5379], [2.3610, -4.9100, -0.6855], [0.5956, -3.1013, -1.6966], [1.1152, 7.9407, -0.3849], [1.2300, 6.9123, 0.8507], [0.7856, 5.7442, 0.4146], [0.6691, 4.5371, 1.2055], [0.9448, 4.4872, 2.5710], [0.7123, 3.3071, 3.2348], [0.2382, 2.2069, 2.5258], [0.0094, 2.2176, 1.2156], [0.2151, 3.3792, 0.5689], [-0.1407, 3.3888, -0.8454], [-0.5111, 2.2065, -1.3743], [-1.0716, 2.2371, -2.5856], [-1.1902, 3.3882, -3.3496], [-0.6794, 4.5721, -2.8676], [-0.1534, 4.5812, -1.5789], [0.3660, 5.7712, -0.9370], [0.4981, 6.9593, -1.5046], [1.3096, 5.3706, 3.0779], [0.8814, 3.2168, 4.2984], [0.0294, 1.2940, 3.0573], [-1.4038, 1.2863, -2.9737], [-1.6508, 3.3295, -4.3252], [-0.6973, 5.4855, -3.4470], [-6.2784, 0.0203, 0.0527], [-4.9454, 0.0623, -0.0244], [-4.1879, 1.2154, 0.1728], [-2.8256, 1.1285, 0.0411], [-2.1433, -0.0024, -0.2491], [-2.8996, -1.1098, -0.3833], [-2.0658, -2.7612, -0.6316], [-4.2773, -1.1215, -0.3013], [-6.6465, 0.8891, 0.2544], [-4.6476, 2.1638, 0.4169], [-2.2255, 2.0090, 0.1949], [-4.8261, -2.0412, -0.4340], [0.4983, -0.4484, -2.5308]], "forces_ev_per_angstrom": [[0.0439, 0.0751, -0.0697], [-0.0101, -0.0112, 0.0076], [0.0061, -0.0059, -0.0058], [0.0048, 0.0158, 0.0856], [0.0001, -0.0103, 0.0263], [-0.0088, -0.0016, 0.0034], [-0.0033, -0.0133, -0.0112], [-0.0153, -0.0079, 0.0060], [0.0084, 0.0186, -0.0109], [0.0038, -0.0111, 0.0218], [0.0079, 0.0101, -0.0013], [-0.0061, -0.0057, -0.0359], [-0.0297, 0.0220, -0.0081], [0.0203, -0.0194, -0.0065], [-0.0078, -0.0051, 0.0216], [0.0050, -0.0027, -0.0122], [-0.0035, -0.0333, -0.0142], [0.0049, 0.0014, 0.0016], [0.0066, 0.0049, -0.0055], [0.0069, 0.0079, -0.0042], [0.0124, 0.0004, 0.0042], [-0.0040, -0.0035, 0.0002], [0.0000, -0.0014, -0.0009], [-0.0105, -0.0108, -0.0024], [-0.0001, 0.0088, 0.0010], [-0.0005, 0.0007, 0.0028], [0.0048, 0.0067, -0.0005], [-0.0055, -0.0023, 0.0032], [-0.0010, -0.0061, -0.0290], [0.0099, 0.0560, -0.0020], [-0.0075, -0.0652, 0.0564], [-0.0117, -0.0003, -0.0453], [0.0163, 0.0246, 0.0346], [-0.0190, -0.0222, -0.0101], [0.0258, 0.0256, 0.0356], [-0.0071, 0.0421, -0.0378], [0.0083, -0.0118, 0.0067], [-0.0083, 0.0198, -0.0082], [0.0077, -0.0215, 0.0564], [-0.0119, 0.0352, -0.0428], [0.0200, 0.0139, 0.0241], [-0.0311, -0.0807, -0.0290], [0.0042, 0.0334, 0.0114], [0.0101, -0.0030, 0.0174], [-0.0026, 0.0045, -0.0042], [-0.0037, -0.0063, -0.0017], [0.0106, -0.0111, -0.0033], [0.0032, -0.0003, -0.0158], [-0.0020, -0.0100, 0.0038], [-0.0016, 0.0006, 0.0016], [0.0173, 0.0128, 0.0013], [-0.0492, -0.0115, 0.0045], [0.0021, -0.0188, -0.0059], [0.0042, 0.0017, -0.0086], [-0.0654, -0.0332, 0.0164], [0.0135, 0.0262, 0.0067], [-0.0157, -0.0015, -0.0349], [0.0384, -0.0111, -0.0080], [-0.0027, -0.0003, -0.0005], [0.0104, 0.0063, -0.0005], [0.0012, 0.0109, 0.0023], [-0.0065, 0.0034, 0.0017], [0.0132, -0.0288, 0.0107]]}


{"formula": "C26H20BrFN3O3SbSe4Sn", "method": "ωB97M-V/def2-TZVPD", "charge": 0, "spin_multiplicity": 1, "homo_ev": -7.580, "orbital_gap_ev": 6.82, "species": ["Sn", "C", "C", "C", "C", "C", "C", "C", "F", "C", "C", "C", "O", "C", "C", "N", "C", "C", "O", "O", "H", "H", "H", "H", "H", "H", "H", "H", "H", "H", "H", "Se", "Sb", "Se", "Se", "Se", "Br", "C", "C", "C", "C", "C", "C", "N", "C", "C", "C", "C", "C", "C", "N", "H", "H", "H", "H", "H", "H", "H", "H", "H"], "xyz": [[11.8195, 10.3526, 11.4062], [5.3179, 14.7320, 11.5807], [5.6422, 13.5392, 12.5044], [5.3034, 13.8320, 13.9357], [6.0570, 15.0542, 14.5396], [7.4987, 14.6654, 14.4084], [8.4777, 15.0710, 15.3426], [9.7786, 14.7233, 15.3029], [10.6022, 15.1947, 16.2973], [10.2378, 13.9933, 14.2492], [9.3398, 13.5432, 13.2585], [9.8620, 12.6162, 12.2514], [11.0603, 12.2775, 12.2928], [8.9037, 12.1474, 11.2913], [7.6031, 12.5248, 11.4420], [7.1228, 13.3085, 12.4478], [7.9497, 13.8101, 13.4291], [9.1624, 11.3348, 10.1095], [8.2329, 11.0391, 9.4057], [10.4294, 10.9412, 9.9302], [4.2973, 15.0451, 11.7898], [5.5105, 14.4834, 10.5810], [5.9778, 15.5888, 11.8088], [5.1543, 12.5188, 12.3200], [5.5994, 12.9517, 14.5413], [4.2491, 13.9707, 14.0022], [5.7947, 15.1546, 15.5891], [5.8333, 15.9336, 14.0101], [8.1588, 15.7428, 16.1058], [11.2656, 13.6498, 14.2909], [6.9667, 12.1732, 10.6810], [9.7389, 8.0971, 16.8564], [10.9211, 8.7508, 14.9236], [12.5252, 10.4827, 14.8698], [9.6039, 9.1135, 12.5367], [11.0836, 7.2514, 12.9007], [19.3209, 12.7843, 9.0785], [17.6891, 11.9629, 9.2638], [17.6415, 10.5825, 9.1146], [16.4252, 9.9376, 9.1720], [15.2328, 10.6924, 9.4335], [15.3418, 12.0951, 9.7055], [16.5206, 12.7151, 9.5895], [13.9473, 10.0803, 9.4240], [13.6497, 9.3517, 8.4547], [12.3620, 8.7350, 8.3164], [12.0615, 8.2374, 7.0412], [10.7979, 7.6074, 6.8144], [9.9589, 7.4279, 7.9055], [10.3788, 7.9593, 9.1172], [11.5044, 8.6015, 9.3959], [18.5875, 10.0614, 8.8941], [16.3344, 8.8890, 9.0592], [14.4376, 12.6313, 9.8273], [16.6008, 13.7652, 9.5831], [14.2400, 9.2555, 7.4928], [12.7794, 8.3569, 6.2644], [10.5455, 7.1318, 5.8798], [9.0598, 6.8676, 7.8199], [9.6616, 7.8287, 9.9648]], "forces_ev_per_angstrom": [[0.4239, -0.0642, 0.0895], [0.0488, -0.1512, 1.8125], [0.7666, -0.4475, 0.0454], [0.5441, 0.2267, 1.2563], [0.2572, -2.5381, -0.0560], [1.5294, 0.7356, 1.7421], [-2.7397, 0.6926, -0.3683], [1.1890, 0.3292, 0.1345], [-0.5535, -0.6213, -0.9732], [0.6122, -0.7836, 0.0260], [0.2305, -0.1342, 1.5288], [-0.7624, 0.1264, -0.2016], [0.2346, 0.2965, 0.0307], [0.0930, 1.0997, 1.3631], [0.4365, 1.2554, 1.8044], [-0.8403, -1.3516, -1.3163], [1.3906, -0.2142, -1.9297], [2.5448, -1.0746, -0.0718], [-0.4597, -0.4615, -1.2036], [-1.6860, 0.8470, -0.2678], [-0.1531, 0.0246, -0.4722], [-0.1622, -0.3274, -1.5593], [-0.2085, -0.4633, 0.1216], [0.5343, 1.6592, -0.5522], [-0.3905, 0.3638, -0.1978], [-0.9083, 0.0123, 0.1680], [-0.0572, 0.1799, 0.0238], [-0.3240, 1.3058, -0.5916], [-0.2072, 0.3334, 0.6544], [-0.0263, 0.0531, -0.4962], [-1.2037, -0.2297, -0.5392], [-0.0767, -0.1035, -0.3161], [0.0271, 0.3174, 0.1867], [0.1418, 0.0317, 0.0764], [-0.3418, -0.3992, 0.4111], [-0.0869, -0.1646, 0.0071], [1.0323, 0.7696, -0.1030], [-1.7777, -0.3776, 0.6239], [0.7505, 0.4646, -0.2494], [-2.0291, 1.5443, 0.5830], [1.3355, 0.1333, 0.0660], [-1.4418, -2.9249, -0.7027], [2.8891, -0.7654, -0.9925], [1.4128, 0.9267, 0.7626], [0.4236, 0.2375, -1.8941], [-2.0237, -1.4876, 0.1155], [-1.9518, -0.3010, 0.9499], [1.1478, -0.0519, 0.9164], [1.6407, 0.6794, -0.8738], [-1.2904, -0.0660, 1.9037], [0.8101, -0.4895, -2.1336], [-0.7085, 0.1102, 0.1831], [0.0303, -0.8892, -0.1622], [-0.7434, 0.5389, 0.3402], [0.0458, 1.1014, 0.3680], [0.0338, 0.1425, 1.2251], [0.3313, 0.0029, -0.5358], [0.0909, 0.2627, -0.2922], [-0.6296, -0.1628, 0.0826], [0.8048, 0.2412, -0.5500]]}


{"formula": "C26H20Cl5IrN8O2", "method": "ωB97M-V/def2-TZVPD", "charge": 3, "spin_multiplicity": 2, "homo_ev": [-16.486, -16.461], "orbital_gap_ev": [6.02, 6.04], "species": ["Ir", "O", "C", "C", "C", "C", "N", "C", "C", "C", "C", "C", "C", "O", "C", "C", "N", "H", "H", "H", "H", "H", "H", "H", "H", "H", "H", "H", "H", "Cl", "C", "C", "C", "Cl", "C", "Cl", "C", "Cl", "C", "Cl", "N", "C", "N", "C", "N", "N", "C", "N", "C", "C", "C", "C", "C", "N", "H", "H", "H", "H", "H", "H", "H", "H"], "xyz": [[0.2760, 0.4042, 0.6181], [-4.1836, 2.2405, 5.4544], [-4.1295, 3.0101, 4.2835], [-3.0694, 2.4313, 3.3944], [-2.9051, 2.8702, 2.0819], [-1.9350, 2.3010, 1.2907], [-1.1186, 1.3348, 1.7472], [-1.2477, 0.9211, 3.0280], [-2.2160, 1.4370, 3.8626], [-0.2856, -0.1240, 3.4137], [0.0184, -0.4742, 4.7106], [0.9369, -1.4950, 4.9431], [1.3036, -1.8873, 6.3426], [0.7257, -0.9613, 7.2223], [1.4898, -2.1473, 3.8409], [1.1607, -1.7337, 2.5713], [0.2982, -0.7244, 2.3511], [-4.8671, 2.5787, 6.0433], [-3.8656, 4.0564, 4.4869], [-5.0817, 3.0207, 3.7409], [-3.5361, 3.6459, 1.6681], [-1.7962, 2.6143, 0.2652], [-2.3319, 1.0727, 4.8733], [-0.4357, 0.0339, 5.5490], [2.3962, -1.9233, 6.4256], [0.9376, -2.9082, 6.5141], [0.9509, -1.1820, 8.1327], [2.1771, -2.9736, 3.9682], [1.5640, -2.2224, 1.6933], [1.1338, 1.5368, -1.3910], [2.0393, 0.4045, -0.9345], [3.0063, -0.1955, -0.1892], [3.4909, 0.6393, 1.0041], [2.5877, 1.9802, 1.5884], [4.6512, 0.1403, 1.4177], [5.6643, 0.6351, 2.6550], [4.9579, -1.0477, 0.5252], [6.3562, -1.9247, 0.6681], [3.9691, -1.2332, -0.3900], [3.8879, -2.4174, -1.6003], [1.4183, 2.9265, -1.1604], [0.5301, 1.1449, -2.7508], [0.2532, 0.5948, -5.0287], [-0.8002, 0.0223, -5.5847], [-0.9427, -0.2043, -6.8682], [-1.8180, -0.3718, -4.6872], [-1.4018, -0.0369, -3.5358], [-0.0868, 0.6047, -3.7111], [-2.1663, -0.3538, -2.2754], [-3.4921, -0.6725, -2.5507], [-4.3175, -1.1695, -1.5529], [-3.7698, -1.3775, -0.3068], [-2.4461, -1.0158, -0.1034], [-1.6472, -0.4739, -1.0273], [1.5316, 3.9274, -1.0886], [-0.0870, 1.3327, -0.6887], [-0.2280, 0.0796, -7.5221], [-1.7819, -0.6443, -7.2123], [-3.8660, -0.5554, -3.5561], [-5.3490, -1.4135, -1.7678], [-4.3371, -1.8119, 0.5042], [-2.0001, -1.1813, 0.8692]], "forces_ev_per_angstrom": [[-0.1242, 0.0571, 0.5031], [-0.0171, -0.0004, -0.0114], [0.0055, 0.0452, 0.0136], [-0.0206, -0.0168, 0.0049], [0.0312, 0.0268, 0.0200], [-0.0049, 0.0063, 0.0363], [-0.4689, -0.1222, 0.0124], [0.1259, 0.0647, 0.0305], [0.0245, 0.0620, 0.0128], [-0.1413, -0.0697, -0.1735], [-0.0858, -0.0878, -0.0192], [0.0174, -0.0142, -0.0197], [-0.0241, -0.0643, 0.0196], [0.0221, 0.0017, 0.0006], [-0.0687, -0.0508, 0.0493], [-0.1367, -0.0518, -0.0291], [0.7714, -0.0118, 0.1442], [0.0139, 0.0103, 0.0099], [0.0121, -0.0023, -0.0024], [-0.0014, -0.0473, -0.0019], [-0.0011, -0.0047, -0.0048], [-0.0235, -0.0319, -0.0077], [0.0158, 0.0054, -0.0003], [0.0147, 0.0040, 0.0010], [0.0037, 0.0500, -0.0098], [-0.0120, 0.0052, -0.0050], [-0.0167, -0.0096, 0.0018], [0.0143, 0.0124, -0.0015], [0.0777, 0.0696, -0.0053], [1.8261, 2.9977, -1.2652], [-0.8850, -2.3192, -1.0559], [0.5448, 2.7083, 0.9033], [-0.1305, -0.3346, -0.1645], [0.3373, -0.4602, 0.1415], [0.0177, -0.1567, -0.0400], [-0.0280, 0.0237, -0.0086], [-0.0327, 0.0166, 0.0833], [0.0462, -0.0031, -0.0428], [-0.4518, -0.6024, -0.0190], [0.0008, 0.0472, -0.0211], [-0.5410, -1.8060, -0.2475], [2.2367, 0.3926, -0.2885], [0.1173, 0.0849, 0.0015], [-0.0147, -0.0090, -0.0615], [0.0019, 0.0344, 0.0186], [0.0876, -0.0035, 0.0231], [-0.0145, -0.2405, -0.0340], [-1.1999, -0.2955, 1.0672], [-0.1459, -0.0524, -0.2322], [-0.0937, 0.0314, 0.0067], [0.0208, 0.0153, -0.0693], [0.0856, 0.0030, 0.0221], [0.0368, 0.0724, 0.1802], [0.2346, -0.0863, -0.6474], [-0.1858, 0.0521, -0.4200], [-1.8386, 0.0423, 1.6008], [0.0010, -0.0143, -0.0064], [0.0018, -0.0111, -0.0024], [-0.0031, 0.0147, -0.0090], [0.0006, -0.0041, 0.0030], [-0.0008, -0.0005, -0.0001], [-0.0349, 0.0276, 0.0157]]}


Result set for energy relative to the best compared isomer or geometry (same formula, charge and spin): 16.2, 21.0, 521.2 kcal per mole, one per record in the order listed.